A cluster of 10 separate species, C46H84NO37S9 in total in a non-equilibrium geometry, computed with ωB97M-V/def2-TZVPD.

Element x y z (Å)
O (-2.066, -4.364, -8.883)
H (4.006, -1.470, 2.133)
H (0.358, 0.113, -2.967)
C (2.980, -1.887, 4.078)
C (-8.086, 1.741, 3.167)
H (3.219, -3.779, -0.163)
C (0.849, -4.007, 1.505)
O (-3.471, 2.634, 4.106)
C (0.708, 0.189, -4.070)
O (4.766, 4.200, 5.382)
C (5.344, -4.506, -2.551)
C (2.638, 2.032, -4.207)
H (-4.531, -4.772, -10.057)
O (-6.252, -5.140, 0.485)
H (-0.478, -2.957, -1.606)
H (4.384, 5.357, 8.495)
H (6.737, 5.010, 9.040)
O (6.599, 4.684, 6.990)
H (0.093, 4.400, 10.640)
H (4.152, 0.003, 3.367)
H (7.662, -1.589, -0.588)
H (2.677, -4.951, -2.759)
C (7.682, -3.812, -1.331)
H (4.065, -3.125, 5.704)
H (0.831, -2.635, 4.226)
H (8.739, -4.049, -0.932)
O (2.181, 2.622, 3.857)
H (0.372, 2.503, -6.819)
S (-4.955, -5.268, 1.083)
C (1.024, -3.417, -0.011)
S (5.638, 5.255, 5.810)
O (4.019, 6.195, 10.899)
H (-7.173, 0.011, 4.103)
C (-0.172, 1.251, -4.891)
O (-11.223, 0.965, 3.560)
H (-0.449, -4.764, -1.226)
H (5.835, -1.483, -4.443)
H (3.070, -3.391, 1.932)
O (-4.785, -2.045, -9.740)
H (-2.511, -6.132, -9.883)
N (3.255, -2.780, -2.834)
S (-2.139, -0.118, 4.190)
H (2.178, -5.243, -0.545)
C (2.290, -4.102, -0.749)
O (2.380, 4.154, 1.910)
C (4.439, -2.646, -5.198)
H (-3.695, 5.809, 3.092)
H (2.370, -4.750, 2.972)
C (-5.761, 5.183, 3.320)
H (1.846, 2.651, -3.646)
S (-2.942, -3.275, -8.052)
H (0.459, 1.046, 6.069)
O (4.786, 6.298, 6.716)
C (1.684, 5.998, 3.174)
H (1.934, 1.374, -8.754)
H (5.224, -0.975, -1.380)
C (-4.269, -5.133, -9.058)
O (-6.057, -0.242, -10.881)
S (2.653, 6.623, 11.001)
O (-9.121, 0.280, 4.683)
O (2.230, 7.958, 10.697)
H (5.255, -3.440, -5.064)
O (-4.563, -1.666, -12.186)
H (2.955, -1.477, -1.122)
H (0.562, -5.132, 1.457)
C (5.090, 6.090, 8.097)
O (2.105, 6.238, 12.480)
H (-2.622, -6.176, -8.104)
C (-0.400, -3.730, -0.739)
C (-6.401, -0.209, -12.265)
H (-4.861, -3.808, 4.163)
H (0.748, 4.843, 13.213)
C (-0.186, 1.414, 4.019)
O (1.724, 5.592, 10.157)
O (-4.037, -6.312, 0.733)
O (-1.231, -0.042, 5.534)
H (0.813, 6.534, 3.553)
H (-7.483, -0.151, -12.392)
H (0.719, -0.322, 4.955)
C (0.463, 0.366, -7.379)
O (-5.136, -5.255, 2.696)
C (1.834, -2.709, 3.674)
C (3.734, -2.033, 5.492)
O (-1.154, 0.730, 3.219)
H (2.516, -0.433, 2.448)
H (4.729, -1.434, 5.432)
C (6.770, -4.866, -2.055)
H (3.629, 2.169, -3.650)
C (0.051, 0.505, 5.214)
C (1.053, 4.708, 11.055)
H (-5.935, 0.676, -12.708)
H (4.742, -5.355, -3.059)
O (-5.392, 2.987, 5.695)
O (-4.371, -4.037, -8.150)
H (0.467, -0.855, -4.529)
O (4.283, 3.958, 3.495)
H (-5.670, -1.419, -13.927)
C (-2.814, -5.573, -8.997)
C (3.097, -2.884, -4.359)
H (2.745, -3.950, -4.668)
H (7.189, -5.935, -2.199)
H (-5.273, -2.556, 2.113)
O (-9.049, 1.055, 2.367)
C (3.117, -0.126, -2.850)
H (2.230, -2.211, -4.742)
H (0.724, 1.596, 3.450)
C (-7.845, 0.833, 4.362)
S (2.863, 3.812, 3.426)
H (-8.524, 2.695, 3.478)
C (-4.384, -4.175, 3.253)
H (1.328, -3.718, -2.842)
H (0.016, -1.532, -8.463)
H (-5.988, 5.520, 2.308)
H (1.685, 3.827, 11.202)
O (2.175, 5.087, 4.159)
S (-4.571, 3.408, 4.597)
H (1.153, -2.282, 0.107)
C (7.040, -2.386, -1.126)
O (-3.327, 0.654, 4.409)
C (-0.574, -0.785, -7.796)
H (-1.069, -1.312, -6.910)
C (2.116, -3.737, 2.459)
H (2.918, 0.646, -1.996)
C (-4.334, -3.115, 2.164)
C (2.295, 0.431, -4.109)
C (2.351, -3.922, -2.331)
H (-7.176, 1.930, 2.597)
C (6.512, 5.551, 8.121)
H (7.241, 6.356, 7.986)
H (0.393, 4.624, 2.095)
H (-1.284, 0.905, -4.880)
H (1.502, -1.642, -2.219)
H (1.323, 5.719, 1.038)
C (0.895, 5.492, 12.349)
H (-4.954, -5.932, -8.770)
C (1.913, 0.389, -8.131)
O (-4.050, 4.917, 4.904)
O (5.063, -1.350, -5.057)
O (-5.544, 3.772, 3.345)
C (-5.816, -1.487, -12.848)
O (-4.187, -3.843, 0.943)
O (6.446, 6.011, 4.898)
S (-4.630, -1.000, -10.706)
H (2.479, 6.713, 2.945)
H (4.128, -2.724, -6.318)
H (2.744, 2.337, -5.316)
O (-10.052, -1.156, 2.880)
H (-0.063, -3.493, 2.005)
H (2.785, 0.483, -7.388)
C (3.479, -0.817, 2.941)
O (-3.602, -0.005, -10.618)
H (0.066, 6.202, 12.282)
H (-4.625, 6.801, 4.245)
H (-3.506, -2.420, 2.299)
S (-10.031, 0.200, 3.339)
H (4.993, 7.024, 8.653)
H (-0.155, 2.245, -4.321)
H (-0.619, 2.370, 4.330)
C (5.577, -2.031, -1.625)
H (3.142, -1.642, 6.391)
O (-2.513, -3.305, -6.681)
H (4.261, -0.021, -3.024)
C (2.658, -1.533, -2.246)
H (-6.448, -2.350, -12.621)
H (-3.383, -4.545, 3.491)
H (-1.337, -0.290, -8.518)
O (-3.011, -2.069, -8.821)
H (-6.608, 5.406, 3.976)
C (1.349, 5.141, 1.962)
C (0.238, 1.419, -6.430)
H (-1.275, -3.499, -0.034)
C (-4.474, 5.792, 3.859)
H (-7.440, 1.376, 5.217)
C (4.659, -3.083, -2.377)
H (2.760, -0.043, -5.059)
O (-2.163, -1.478, 3.728)
H (2.030, -0.460, -8.890)

Properties
**HOMO-LUMO gap**: 6.1 eV
**Electronic energy**: -223795.89174 eV
**Net charge**: +1
**HOMO level**: -0.331 hartree